1.
Below is 12 unconnected molecules or ions with the total composition C54H132N12O6 in a non-equilibrium geometry, with properties calculated with wB97M-V/def2-TZVPD.

Each line ends with the Löwdin charge.
Positions of all 204 atoms, in Å:
C: 0.2512 -0.3950 4.8455  -0.103
C: 0.4431 0.4371 6.0602  -0.262
N: -0.5065 1.5433 6.1475  -0.196
C: -0.3512 2.2576 7.4176  -0.274
C: -0.6371 1.3820 8.6402  -0.103
C: -0.4921 2.3882 4.8991  -0.222
C: 0.9226 2.9512 4.5663  -0.064
H: 0.3959 0.1476 3.9413  0.032
H: -0.7208 -0.8237 4.7883  0.070
H: 0.9320 -1.2325 4.8868  0.070
H: 0.1999 -0.1689 6.9101  0.095
H: 1.5336 0.8267 6.1295  0.146
H: 0.6805 2.6805 7.5632  0.116
H: -1.0571 3.0518 7.4298  0.093
H: -1.0867 2.0534 9.4049  0.078
H: -1.4555 0.6383 8.3962  0.087
H: 0.1939 0.7678 8.9844  0.062
H: -1.1797 3.2187 4.9960  0.101
H: -0.9152 1.6943 4.1266  0.089
H: 1.6319 2.1990 4.1810  0.060
H: 1.3166 3.4650 5.5002  0.090
H: 0.7702 3.7062 3.8300  0.043
C: -0.7608 7.4134 -3.2811  -0.092
C: -0.0769 6.5520 -4.3240  -0.271
N: 1.4063 6.6254 -4.3207  -0.186
C: 1.9747 5.7298 -3.3476  -0.291
C: 3.4457 6.0158 -3.0812  -0.097
C: 1.9900 6.4282 -5.6429  -0.264
C: 2.2721 5.0267 -6.2094  -0.102
H: -0.6127 6.8934 -2.2987  0.066
H: -1.8417 7.4233 -3.4585  0.065
H: -0.4228 8.4880 -3.4528  0.098
H: -0.4018 5.5016 -4.1339  0.114
H: -0.3483 6.7808 -5.3581  0.105
H: 1.4958 5.9398 -2.3464  0.127
H: 1.8217 4.6384 -3.5390  0.108
H: 3.5866 6.9103 -2.4439  0.082
H: 3.8316 5.2213 -2.4531  0.047
H: 4.1418 6.1146 -3.9262  0.067
H: 2.9710 6.9764 -5.6730  0.116
H: 1.3948 7.0204 -6.3057  0.093
H: 2.4488 5.0934 -7.3286  0.085
H: 1.4515 4.2873 -6.1952  0.059
H: 3.1661 4.4653 -5.8467  0.066
C: -0.8201 -5.1989 -0.8445  -0.090
C: -2.1055 -5.9225 -0.7017  -0.275
N: -3.3408 -5.2142 -1.0648  -0.184
C: -4.5873 -5.8490 -0.6039  -0.240
C: -4.5908 -6.2430 0.8678  -0.072
C: -3.3076 -4.9211 -2.5042  -0.277
C: -4.3671 -4.0239 -3.0404  -0.104
H: -0.1619 -5.5737 -0.0840  0.058
H: -0.9496 -4.0872 -0.6793  0.085
H: -0.4084 -5.2979 -1.8433  0.069
H: -2.0879 -6.8885 -1.3166  0.144
H: -2.1725 -6.1124 0.3503  0.086
H: -5.3354 -5.0456 -0.7784  0.108
H: -4.8548 -6.6912 -1.2580  0.116
H: -5.5225 -6.6697 1.0519  0.052
H: -3.8782 -7.0261 1.1386  0.074
H: -4.3180 -5.3803 1.4656  0.055
H: -3.3372 -5.8407 -3.0956  0.115
H: -2.3061 -4.5409 -2.6504  0.096
H: -4.4544 -3.0840 -2.4480  0.066
H: -5.4162 -4.4346 -2.9858  0.086
H: -4.2016 -3.6866 -4.0618  0.063
C: 5.8157 -2.9268 -5.7447  -0.066
C: 4.4764 -2.2984 -6.1223  -0.251
N: 4.5893 -0.8435 -6.2566  -0.208
C: 3.7192 -0.2795 -7.3044  -0.250
C: 3.9503 1.1984 -7.5061  -0.098
C: 4.5404 -0.0914 -5.0238  -0.240
C: 3.1504 0.0114 -4.3954  -0.075
H: 6.2024 -2.2367 -5.0108  0.050
H: 6.5029 -2.9191 -6.5216  0.045
H: 5.5800 -3.8919 -5.2614  0.084
H: 4.0137 -2.6538 -7.0331  0.102
H: 3.7132 -2.5694 -5.3455  0.108
H: 2.7405 -0.4855 -6.9894  0.083
H: 3.8746 -0.8724 -8.2133  0.120
H: 3.5167 1.8684 -6.6593  0.088
H: 3.4538 1.5474 -8.3562  0.041
H: 5.0237 1.5080 -7.6563  0.102
H: 5.2889 -0.5074 -4.3626  0.098
H: 4.8161 0.9058 -5.4222  0.099
H: 2.5349 0.5858 -5.0795  0.028
H: 2.4871 -0.9329 -4.3512  0.098
H: 3.1633 0.3713 -3.4027  0.037
C: -6.6980 -1.6421 6.0949  -0.084
C: -5.6156 -0.6250 6.4353  -0.279
N: -5.1575 0.0906 5.2766  -0.173
C: -5.1404 1.5366 5.5951  -0.261
C: -3.9802 2.0990 6.3548  -0.081
C: -3.9105 -0.4544 4.7320  -0.259
C: -3.5486 0.2292 3.4625  -0.087
H: -7.2357 -1.9883 6.9515  0.058
H: -6.2471 -2.5014 5.5807  0.064
H: -7.3304 -1.1687 5.3238  0.081
H: -6.1406 0.0581 7.0870  0.105
H: -4.7806 -1.1225 6.8977  0.112
H: -5.3593 2.1274 4.7097  0.106
H: -6.0537 1.7137 6.1093  0.094
H: -4.1255 1.9295 7.4440  0.087
H: -3.0331 1.6711 6.0329  0.036
H: -4.0050 3.1894 6.1992  0.085
H: -3.9323 -1.5366 4.6225  0.107
H: -3.1533 -0.1622 5.4360  0.089
H: -2.7100 -0.3899 3.0297  0.095
H: -3.1390 1.2207 3.5843  0.046
H: -4.3877 0.3223 2.7920  0.068
C: 2.2445 2.2016 -1.2343  -0.069
C: 1.3411 1.9999 -0.0270  -0.244
N: 0.9044 0.6130 0.2026  -0.140
C: 1.9715 -0.3396 0.5677  -0.254
C: 2.2627 -0.2840 2.0428  -0.072
C: 0.0926 0.0904 -0.9787  -0.198
C: -0.8745 -1.1155 -0.5788  -0.057
H: 3.2505 1.8165 -0.9857  0.053
H: 2.4241 3.2882 -1.3925  0.075
H: 1.8054 1.7040 -2.1087  0.053
H: 1.9537 2.3107 0.8272  0.082
H: 0.5195 2.7001 -0.0306  0.095
H: 1.5842 -1.3062 0.3171  0.084
H: 2.8533 -0.2412 -0.0474  0.083
H: 1.4587 -0.6568 2.7322  0.042
H: 3.1710 -0.8682 2.2154  0.080
H: 2.4536 0.7858 2.3207  0.067
H: 0.6447 -0.1804 -1.8728  0.092
H: -0.4641 1.0063 -1.2449  0.090
H: -1.7302 -0.6712 -0.0402  0.050
H: -0.3293 -1.8248 0.0343  0.034
H: -1.2116 -1.6590 -1.4652  0.060
C: -0.5292 -5.1218 3.9011  -0.017
N: 0.7326 -4.8215 3.1640  -0.174
C: 0.8663 -3.5139 2.6679  -0.053
C: 1.3850 -5.8445 2.5489  -0.373
O: 2.2575 -5.7709 1.7341  0.017
H: -0.6893 -6.1633 3.9912  0.066
H: -1.3954 -4.6536 3.5083  0.047
H: -0.3939 -4.8277 4.9478  0.095
H: 0.7143 -2.8413 3.5463  0.091
H: 1.7536 -3.3202 2.1565  0.070
H: 0.0395 -3.3911 2.0148  0.071
H: 1.0835 -6.8911 2.9410  0.151
C: -3.3844 2.8445 0.0398  -0.057
N: -2.2362 3.6794 0.4672  -0.171
C: -1.7817 3.5458 1.8596  -0.053
C: -1.7143 4.7566 -0.2075  -0.334
O: -0.8597 5.4668 0.2947  -0.010
H: -4.0254 3.1548 -0.8236  0.095
H: -4.0581 2.9052 0.9032  0.074
H: -3.0614 1.7735 -0.1512  0.084
H: -0.7753 3.8628 1.9417  0.056
H: -2.3760 4.2055 2.5124  0.106
H: -1.9261 2.5265 2.1735  0.059
H: -2.0627 4.7703 -1.2346  0.127
C: -4.4768 -1.7306 0.5042  -0.069
N: -4.4666 -2.3887 1.7530  -0.184
C: -5.7282 -2.4125 2.3765  -0.044
C: -3.4598 -3.0236 2.2826  -0.436
O: -3.4877 -3.7136 3.2322  0.043
H: -3.4855 -1.7357 0.0735  0.057
H: -4.7653 -0.6473 0.5909  0.101
H: -5.2199 -2.1057 -0.1969  0.083
H: -6.5290 -2.1476 1.6414  0.112
H: -6.0083 -3.3910 2.7046  0.086
H: -5.7453 -1.7394 3.2498  0.079
H: -2.5271 -2.8511 1.7261  0.136
C: -1.3760 -0.9497 -5.1631  -0.044
N: -1.2911 0.3419 -4.4529  -0.172
C: -0.3950 1.3461 -4.9612  -0.056
C: -2.1613 0.6694 -3.4690  -0.320
O: -2.2796 1.7811 -2.9007  -0.030
H: -0.4681 -1.5835 -5.0097  0.097
H: -1.4067 -0.7262 -6.2389  0.083
H: -2.2831 -1.5964 -5.0647  0.091
H: -0.9220 1.9538 -5.7123  0.098
H: 0.0838 2.0244 -4.2697  0.079
H: 0.3964 0.8425 -5.5811  0.085
H: -2.8719 -0.0890 -3.3443  0.108
C: 4.6619 -4.7444 -0.5030  -0.032
N: 4.0067 -3.8356 -1.4463  -0.177
C: 4.6167 -2.5883 -1.8284  -0.025
C: 2.8254 -4.1709 -1.9908  -0.355
O: 2.1881 -3.5323 -2.8011  -0.007
H: 4.4898 -4.4221 0.5060  0.075
H: 5.7233 -4.7367 -0.7077  0.080
H: 4.2955 -5.7575 -0.7151  0.094
H: 5.6415 -2.8047 -2.0248  0.078
H: 4.0615 -2.2692 -2.6873  0.059
H: 4.6060 -1.8635 -1.0078  0.085
H: 2.5530 -5.1301 -1.6951  0.105
C: 6.7158 3.7981 0.3858  -0.061
N: 5.7910 2.7163 0.6945  -0.183
C: 4.5635 2.9725 1.4032  -0.050
C: 5.9192 1.4996 0.0675  -0.291
O: 5.1192 0.5962 0.3138  -0.029
H: 7.6517 3.3513 -0.0113  0.089
H: 6.9878 4.2687 1.3180  0.084
H: 6.4639 4.5018 -0.4064  0.083
H: 4.1738 3.9689 1.0742  0.109
H: 3.8427 2.2169 1.0266  0.050
H: 4.5811 3.0855 2.4564  0.079
H: 6.7577 1.3649 -0.6663  0.148

Cartesian forces (eV/Å) of the 3 atoms listed first:
C 0.40 -0.45 0.03
C 0.63 1.41 0.34
N 0.02 0.58 -0.58

Properties
Net charge = 0
Highest occupied orbital energy = -7.95 eV
Energy = -88299.701 eV
Multiplicity = 1
Orbital gap = 0.3125 Ha



2.
Below is 12 unconnected molecules or ions with the total composition H24O12 in a non-equilibrium geometry, with properties calculated with wB97M-V/def2-TZVPD.

Each line ends with the Löwdin charge.
Positions of all 36 atoms, in Å:
O: 0.0496 0.0836 0.3554  -0.072
H: 0.1565 -0.8755 0.2960  0.021
H: -0.4903 0.4277 -0.3645  -0.006
O: 2.3087 1.8569 0.4619  -0.052
H: 1.6798 2.3825 0.9766  0.048
H: 1.9731 1.0074 0.2347  -0.039
O: 1.0692 2.7597 -2.1248  -0.007
H: 1.0936 3.6047 -1.6764  0.074
H: 1.3079 2.0499 -1.5689  0.000
O: -1.1416 1.5074 -1.6046  -0.043
H: -0.4323 2.0626 -1.9191  -0.001
H: -1.2115 0.9150 -2.3466  0.057
O: 0.9269 -0.5755 3.0688  -0.028
H: 0.9654 0.1986 2.5443  0.004
H: 1.1895 -0.2732 3.9567  0.082
O: -3.7990 1.9149 -1.7230  -0.055
H: -2.9430 1.5405 -1.4205  0.004
H: -3.7035 2.7416 -2.1115  -0.013
O: -2.0080 1.0516 2.0873  -0.088
H: -1.1814 0.9740 1.5797  -0.018
H: -1.7605 0.8295 3.0325  0.059
O: -1.4490 -2.0627 2.7521  -0.020
H: -0.7238 -1.4792 2.7832  -0.056
H: -1.0330 -2.8840 2.6144  -0.002
O: 1.2818 -2.7462 0.4624  0.000
H: 1.1924 -3.0048 1.3998  0.082
H: 0.5847 -3.1442 0.0254  0.014
O: 3.1702 -0.8462 -0.3765  -0.033
H: 3.8891 -1.1050 0.1391  0.007
H: 2.4501 -1.4394 -0.0991  -0.009
O: -1.6142 -1.5929 -1.4945  -0.018
H: -2.0680 -1.3475 -0.6809  0.075
H: -1.4971 -2.5338 -1.4740  0.053
O: 0.8912 -0.7226 -2.4065  -0.018
H: 0.0230 -1.0280 -2.1694  -0.030
H: 0.8536 -0.2476 -3.2095  0.027

Cartesian forces (eV/Å) of the 3 atoms listed first:
O 0.52 -0.13 1.14
H -0.07 0.29 -0.19
H -0.08 0.04 -0.63

Properties
Net charge = 0
Highest occupied orbital energy = -10.64 eV
Energy = -24959.666 eV
Multiplicity = 1
Orbital gap = 0.3795 Ha



3.
Below is a molecular structure, C5H15N3, with properties calculated with wB97M-V/def2-TZVPD.

Each line ends with the Löwdin charge.
Positions of all 23 atoms, in Å:
C: 2.1649 0.0314 -1.2800  -0.093
C: -0.6814 -1.5011 -1.3699  -0.075
N: 1.2235 -0.3808 -0.2417  -0.157
C: -0.2867 -0.2119 -0.6783  -0.581
N: 1.3476 0.4726 0.9042  0.120
N: -0.6687 0.8977 -1.2674  0.031
H: 2.1163 0.1906 1.5078  0.160
H: 1.4070 1.4778 0.6856  0.152
H: -0.2980 1.7444 -0.8323  0.003
H: 3.1916 -0.1163 -0.9347  0.078
H: 1.9993 -0.6061 -2.1456  0.083
H: 2.0210 1.0732 -1.5967  0.078
H: -0.4843 -2.3700 -0.7419  0.074
H: -1.7398 -1.4603 -1.6226  0.078
H: -0.1266 -1.6098 -2.3059  0.068
C: -1.1727 -0.4174 1.1488  -0.224
C: -1.7946 0.8921 1.6168  -0.179
H: -1.9818 1.5269 0.7426  0.054
H: -1.9323 -1.0477 0.6965  0.064
H: -0.7634 -1.0180 1.9793  0.071
H: 0.3598 0.2232 1.2985  0.077
H: -2.7511 0.7564 2.1299  0.062
H: -1.1497 1.4532 2.3068  0.056

Cartesian forces (eV/Å) of the 3 atoms listed first:
C -0.13 0.06 0.07
C 0.01 0.04 0.06
N -0.24 0.16 0.14

Properties
Net charge = 0
Highest occupied orbital energy = -6.94 eV
Energy = -9893.849 eV
Multiplicity = 1
Orbital gap = 0.2668 Ha